C4H13ClFeO5P as an isolated structure at a distorted geometry. Source: the OMol25 dataset; level of theory: ωB97M-V/def2-TZVPD.

ΔE to the lowest compared entry with this formula, charge and spin	0.0	kcal per mole
total charge	+2
highest occupied orbital energy (alpha / beta)	-16.58 / -16.58	eV
gap between HOMO and LUMO (alpha / beta)	7.73 / 4.16	eV
expectation value of S²	8.76
multiplicity	6
energy	-70775.9073	eV

Each line ends with the Löwdin charge.
Atoms and positions in Å:
Fe: -1.1217 -1.8605 -1.6590  1.02
Cl: 0.6454 -0.3576 -2.1658  0.02
C: 2.7015 -0.0964 -5.9752  0.10
O: 2.0881 0.7938 -4.9400  0.26
H: 1.8951 -0.6129 -6.4958  0.15
H: 3.5561 0.2750 -6.5408  0.13
H: 3.1460 -0.9479 -5.4600  0.14
H: 1.6609 0.3335 -4.2139  0.01
C: -2.2851 1.8772 1.7513  -0.10
O: -2.2761 0.6142 1.1573  -0.21
P: -1.1521 -0.5544 1.4644  0.66
O: -0.8059 -1.4052 0.2616  -0.40
O: 0.1961 0.2064 2.0953  -0.22
C: 1.4779 0.1784 1.4464  -0.07
O: -1.8656 -1.4843 2.6432  -0.20
C: -1.6769 -1.1718 3.9903  -0.10
H: -1.4669 2.0085 2.4593  0.08
H: -3.2091 2.1602 2.2555  0.11
H: -1.8897 2.5716 1.0101  0.10
H: 2.2168 -0.4486 1.9454  0.11
H: 1.8709 1.1905 1.5431  0.10
H: 1.3901 0.0367 0.3693  0.02
H: -2.6983 -1.1828 4.3706  0.11
H: -1.2913 -0.1725 4.1921  0.09
H: -1.1062 -1.9512 4.4953  0.11